Computed, not measured: a cluster of 2 separate species, C20H42F6N2O3P2S in total, with ωB97M-V with the def2-TZVPD basis set.

Results
E_tot   -76261.3638 eV

Geometry as ORCA input:
```
! RIJCOSX wB97M-V def2-TZVPD def2/J DEFGRID3
* xyz 0 1
N -1.59 2.07 -1.51
C -2.75 0.96 -3.34
H -2.79 2.15 -5.19
H 0.39 3.80 -2.61
H 1.46 -6.35 1.96
H 0.24 -2.55 5.35
H -5.83 2.75 -0.15
H 2.58 -2.02 4.52
C -0.54 1.89 -2.57
H 3.10 1.87 0.44
H 2.75 -2.48 2.27
C 0.74 1.34 -1.93
C -3.02 1.84 -2.06
H -4.31 1.47 1.12
H -2.12 -0.90 -5.73
F 3.91 -4.91 6.40
H 2.81 0.24 2.93
C 1.62 0.46 1.17
H -3.12 2.63 0.61
H 0.42 -4.89 4.84
H 1.53 1.38 -2.69
H -1.51 2.89 -0.91
H -2.77 -1.19 -2.18
H 0.43 2.31 0.00
H 1.12 -1.96 1.90
C 2.59 -0.35 2.04
C 1.68 -1.76 3.97
H 1.35 -0.77 4.31
H -0.98 -0.17 -2.89
C 2.29 1.25 0.04
F 5.85 -2.35 6.02
H -3.75 0.68 -5.26
O 1.39 -4.64 3.05
C -4.04 2.14 0.30
H -1.69 6.17 -4.11
P 4.94 -3.72 5.93
H -4.81 0.97 -1.35
H -3.38 0.31 -0.58
C 1.15 -4.21 4.38
N -1.28 -0.47 -6.07
O -5.02 3.15 0.16
H 0.89 -0.21 0.70
H 0.78 0.05 -4.80
H -1.41 1.29 -0.86
H -4.35 2.05 -4.35
H 1.12 -6.59 3.69
C 1.70 -6.01 2.97
H -0.25 -2.75 3.66
H -1.60 5.45 -2.42
H 3.51 -0.51 1.47
H 0.54 2.90 -4.11
H 2.08 -4.22 4.95
F 3.69 -2.76 6.46
F 5.89 -4.19 7.17
C -3.84 1.24 -0.93
C -1.20 0.76 -3.41
F 5.71 -4.87 5.05
H 1.67 3.05 -1.00
C -1.16 4.10 -3.98
H -1.60 3.77 -4.92
H 2.77 -6.18 3.15
C -1.52 5.29 -3.49
C 0.61 -2.79 4.35
H -0.33 1.77 -5.61
O -3.51 3.11 -2.30
P -0.53 0.47 -5.11
H -3.49 3.34 -3.24
F 4.51 -3.19 4.41
H 1.06 1.18 1.78
H 2.70 0.52 -0.66
C 1.25 2.10 -0.70
C -3.44 1.50 -4.61
H 0.59 0.29 -1.66
S -3.49 -0.73 -3.22
C 2.02 -1.71 2.48
C -0.16 3.18 -3.32
*
```

Löwdin atomic charge list, values in e, 8 entries: number 1, N, carries 0.20; number 2, C, carries -0.63; number 3, H, carries 0.07; number 4, H, carries 0.12; number 5, H, carries 0.08; number 6, H, carries 0.11; number 7, H, carries 0.10; number 8, H, carries 0.08